Computed, not measured: a structure of composition C16H10BrF5Pb, with ωB97M-V/def2-TZVPD.

Its lowest unoccupied orbital energy (alpha / beta) is -2.967 / -2.257 eV. Its charge is 0.

CARTESIAN COORDINATES (ANGSTROEM)
1 C -1.21 -1.38 -2.89
2 C -1.43 -2.45 -1.98
3 C -2.18 -1.95 -0.86
4 H -1.09 -3.49 -2.12
5 C -2.49 -0.58 -1.15
6 C -1.88 -0.22 -2.38
7 H -1.95 0.74 -2.89
8 H -0.66 -1.42 -3.83
9 H -2.53 -2.53 0.00
10 H -3.13 0.07 -0.53
11 Pb 0.22 -1.58 0.47
12 Br 2.02 -3.42 1.08
13 C 2.77 0.98 -0.94
14 C 1.94 1.73 -1.81
15 C 1.72 0.94 -2.98
16 H 1.54 2.72 -1.64
17 C 2.40 -0.30 -2.82
18 C 3.05 -0.28 -1.54
19 H 3.62 -1.09 -1.10
20 H 3.15 1.31 0.03
21 H 1.12 1.22 -3.83
22 H 2.43 -1.12 -3.53
23 F -1.46 -1.59 2.79
24 C -0.95 -0.32 3.02
25 C -0.16 0.25 2.06
26 C 0.06 1.61 2.15
27 F 0.51 2.31 1.07
28 C -0.28 2.31 3.33
29 F 0.04 3.62 3.45
30 C -0.89 1.65 4.40
31 F -1.01 2.24 5.61
32 C -1.31 0.34 4.20
33 F -1.98 -0.32 5.18

Computed, not measured: a structure of composition C16H10Cl5INOSiTc, with ωB97M-V/def2-TZVPD.

Its lowest unoccupied orbital energy (alpha / beta) is -4.216 / -5.379 eV. Its charge is +1. The energy above the lowest of the compared OMol25 structures with the same formula, charge and spin comes out at 1.4 kcal/mol. The spin multiplicity is 4.

CARTESIAN COORDINATES (ANGSTROEM)
1 Tc 1.03 -0.59 -0.48
2 Cl 0.13 4.32 4.31
3 C 0.34 2.79 3.53
4 C 0.20 1.64 4.26
5 C 0.37 0.38 3.65
6 I 0.21 -1.35 4.77
7 C 0.65 0.30 2.31
8 O 0.86 -0.89 1.63
9 C 0.79 1.47 1.56
10 N 1.07 1.34 0.22
11 C 1.24 2.43 -0.53
12 C 1.14 3.71 0.01
13 C 0.83 3.87 1.33
14 C 0.65 2.74 2.15
15 H -0.04 1.71 5.31
16 H 1.47 2.27 -1.57
17 H 1.29 4.56 -0.64
18 H 0.73 4.86 1.76
19 Cl 3.71 -0.48 2.55
20 Si 2.55 -1.63 1.29
21 Cl 1.76 -0.15 -2.56
22 Cl 2.48 -3.54 1.97
23 Cl 0.56 -2.96 -1.04
24 C -0.78 -2.72 -2.16
25 C -1.11 -3.71 -3.06
26 C -2.14 -3.45 -3.96
27 C -2.79 -2.22 -3.92
28 C -2.43 -1.26 -2.98
29 C -1.42 -1.50 -2.07
30 C -1.03 -0.52 -0.99
31 H -0.56 -4.64 -3.09
32 H -2.41 -4.19 -4.69
33 H -3.59 -2.02 -4.63
34 H -2.95 -0.31 -2.95
35 H -1.53 -0.76 -0.04
36 H -1.29 0.50 -1.27

Computed, not measured: a structure of composition C16H10Co2O7, with ωB97M-V/def2-TZVPD.

Its lowest unoccupied orbital energy is 4.829 eV. Its charge is -2. The energy above the lowest of the compared OMol25 structures with the same formula, charge and spin comes out at 54.4 kcal/mol.

CARTESIAN COORDINATES (ANGSTROEM)
1 C 2.52 -4.95 0.11
2 C 2.13 -3.78 0.98
3 C 2.81 -3.54 2.18
4 C 2.40 -2.50 3.01
5 C 1.39 -1.66 2.64
6 C 0.70 -1.85 1.40
7 O -0.25 -1.09 0.90
8 C 1.08 -2.97 0.61
9 H 1.86 -4.98 -0.77
10 H 3.56 -4.91 -0.24
11 H 2.41 -5.90 0.66
12 H 3.67 -4.16 2.44
13 H 2.88 -2.36 3.98
14 H 1.10 -0.81 3.26
15 H 0.54 -3.15 -0.33
16 O -5.43 3.21 -0.20
17 C -4.38 3.23 -0.70
18 Co -2.79 3.30 -1.42
19 C -3.00 1.95 -2.56
20 O -3.21 1.10 -3.31
21 C -3.22 4.69 -2.43
22 O -3.57 5.60 -3.04
23 C -1.45 2.75 0.15
24 C -0.70 1.63 0.40
25 C -0.33 0.66 1.36
26 Co -0.24 2.43 -1.14
27 C -0.63 0.89 -1.86
28 O -0.95 -0.18 -2.21
29 C 1.54 2.57 -1.12
30 O 2.70 2.61 -1.05
31 C -0.68 3.46 -2.71
32 O -0.54 3.99 -3.74
33 H -1.59 3.53 0.93
34 H 0.72 0.78 1.68
35 H -1.04 0.42 2.13

Computed, not measured: an isolated molecule of C16H11ClN2O4S, with ωB97M-V/def2-TZVPD.

Its lowest unoccupied orbital energy is -0.921 eV. Its charge is 0. The energy above the lowest of the compared OMol25 structures with the same formula, charge and spin comes out at 0.0 kcal/mol.

CARTESIAN COORDINATES (ANGSTROEM)
1 O 3.65 -2.47 -0.91
2 C 2.88 -1.63 -0.43
3 N 3.46 -0.79 0.51
4 C 2.80 -0.09 1.47
5 O 3.51 0.73 2.04
6 C 1.41 -0.20 1.83
7 C 0.59 0.95 1.83
8 C -0.75 0.85 2.20
9 C -1.29 -0.39 2.62
10 C -0.46 -1.48 2.67
11 C 0.87 -1.44 2.26
12 Cl 1.85 -2.87 2.47
13 N 1.59 -1.68 -0.87
14 C 0.74 -0.59 -1.16
15 C 1.20 0.69 -1.48
16 C 0.27 1.72 -1.80
17 C -1.10 1.46 -1.84
18 C -1.54 0.19 -1.47
19 C -0.66 -0.82 -1.15
20 S -3.33 0.05 -1.44
21 O -3.84 -0.90 -2.42
22 O -3.76 -0.15 -0.04
23 C -3.48 1.74 -2.01
24 C -2.23 2.31 -2.21
25 H 4.45 -0.68 0.44
26 H 1.01 1.90 1.52
27 H -1.39 1.72 2.13
28 H -2.34 -0.42 2.88
29 H -0.86 -2.44 3.03
30 H 1.48 -2.53 -1.42
31 H 2.26 0.89 -1.38
32 H 0.59 2.73 -2.05
33 H -1.03 -1.85 -0.91
34 H -4.43 2.21 -2.25
35 H -2.10 3.28 -2.66

Computed, not measured: a structure of composition C16H11CuF6N5O4S4, with ωB97M-V/def2-TZVPD.

Its lowest unoccupied orbital energy (alpha / beta) is 0.406 / -0.309 eV. Its charge is 0. The spin multiplicity is 2.

CARTESIAN COORDINATES (ANGSTROEM)
1 Cu -0.50 0.81 -1.46
2 F 0.90 -2.81 -2.48
3 C -0.40 -2.74 -2.17
4 F -0.48 -2.21 -0.94
5 F -0.88 -3.97 -2.12
6 S -1.38 -1.67 -3.38
7 O -0.75 -0.37 -3.27
8 O -1.25 -2.29 -4.65
9 N -2.81 -1.78 -2.77
10 S -3.21 -0.95 -1.51
11 O -2.60 0.35 -1.40
12 O -3.27 -1.71 -0.30
13 C -5.00 -0.55 -1.91
14 F -5.55 0.07 -0.85
15 F -5.73 -1.61 -2.19
16 F -5.07 0.29 -2.94
17 N 2.14 -0.34 -3.59
18 C 2.33 -0.30 -2.26
19 N 1.44 0.06 -1.38
20 C 1.94 0.11 -0.11
21 C 3.24 -0.24 -0.01
22 S 3.89 -0.65 -1.56
23 C 0.07 -0.33 1.63
24 C -0.27 -1.40 2.35
25 S -2.02 -1.42 2.56
26 C -2.19 0.04 1.62
27 N -0.99 0.44 1.22
28 N -3.35 0.73 1.45
29 H 1.18 -0.28 -3.90
30 H 2.80 -0.82 -4.17
31 H 3.87 -0.24 0.86
32 H 0.33 -2.19 2.77
33 H -4.18 0.16 1.38
34 H -3.28 1.44 0.73
35 C -0.25 1.34 0.43
36 C 1.04 0.63 0.97
37 C 1.84 1.41 1.99
38 C 1.90 2.79 1.92
39 C 2.69 3.49 2.82
40 C 3.43 2.80 3.78
41 C 3.35 1.42 3.86
42 C 2.55 0.73 2.97
43 H 1.33 3.31 1.16
44 H 2.74 4.56 2.77
45 H 4.07 3.34 4.46
46 H 3.90 0.88 4.61
47 H 2.47 -0.35 3.02

Computed, not measured: a structure of composition C16H11GdNO4S, with ωB97M-V/def2-TZVPD.

Its lowest unoccupied orbital energy (alpha / beta) is -12.356 / -14.665 eV. Its charge is +3. The spin multiplicity is 8.

CARTESIAN COORDINATES (ANGSTROEM)
1 Gd 0.20 -0.59 0.32
2 O -0.86 4.56 -0.63
3 C -0.61 3.47 -0.36
4 C 2.51 -1.29 -0.12
5 O 3.55 -1.60 -0.60
6 C -1.82 -1.90 0.15
7 O -2.77 -2.50 -0.17
8 C 0.17 0.12 -2.17
9 O 0.10 0.19 -3.32
10 N 0.44 0.49 2.19
11 S 0.65 -0.69 3.33
12 C 1.89 -0.06 4.46
13 C 2.76 0.96 4.04
14 C 3.71 1.48 4.92
15 C 3.86 0.94 6.20
16 C 3.06 -0.13 6.61
17 C 2.09 -0.64 5.73
18 C -0.83 -0.51 4.27
19 C -0.92 0.42 5.31
20 C -2.17 0.68 5.89
21 C -3.30 -0.01 5.46
22 C -3.20 -0.97 4.45
23 C -1.97 -1.23 3.86
24 H 0.44 1.42 2.64
25 H 2.72 1.33 3.03
26 H 4.36 2.30 4.60
27 H 4.63 1.32 6.86
28 H 3.21 -0.57 7.60
29 H 1.49 -1.50 6.04
30 H -0.06 0.99 5.64
31 H -2.26 1.47 6.64
32 H -4.27 0.27 5.84
33 H -4.10 -1.44 4.08
34 H -1.89 -1.95 3.05

Computed maximum force, in the same sequence as the records: 3.10, 0.85, 6.94, 4.37, 1.38, 9.29 eV/Å.
Computed energy, in the same sequence as the records: -3881.691065, -3714.574202, -3907.758943, -1885.150218, -5023.389021, -2134.667854 Ha.